1.
Here is C19H29Cl3LaNO4P2 as an isolated structure from the OMol25 dataset. Energies are from ωB97M-V/def2-TZVPD.

Each line ends with the Löwdin charge.
Element x y z (Å)
C: -0.687 4.007 -1.781  -0.0095
C: -0.695 2.652 -1.443  -0.2818
N: 0.136 2.206 -0.471  -0.0631
C: 1.041 2.989 0.160  -0.2901
C: 1.123 4.347 -0.147  -0.0160
C: 0.237 4.841 -1.123  -0.0349
C: -1.599 1.645 -2.183  -0.2836
P: -2.170 0.173 -1.279  0.7078
La: 0.005 -0.082 0.328  1.4532
P: 2.470 0.627 1.114  0.6889
C: 1.887 2.356 1.303  -0.2781
C: 0.213 -2.335 0.257  -0.4577
C: -0.856 -2.808 1.000  -0.1849
C: -0.873 -4.211 1.186  -0.0827
C: 0.186 -4.953 0.615  -0.1018
C: 1.261 -4.394 -0.126  -0.0886
C: 1.279 -2.993 -0.312  -0.1756
O: -0.528 0.248 -4.626  -0.1157
O: 0.600 -1.841 -3.364  -0.2175
H: -1.405 4.356 -2.537  0.1229
H: 1.860 4.963 0.389  0.1208
H: 0.270 5.899 -1.380  0.1092
C: -3.418 0.507 0.000  -0.2663
C: -2.569 -1.252 -2.299  -0.2408
H: 2.853 2.872 1.417  0.0858
H: 1.308 2.387 2.254  0.0945
H: -1.112 1.231 -3.122  0.0757
H: -2.586 2.097 -2.392  0.0872
C: 2.654 -0.183 2.726  -0.2389
C: 3.879 0.419 0.025  -0.2668
H: -1.627 -2.150 1.450  0.0832
H: -1.688 -4.666 1.780  0.1022
H: 0.171 -6.033 0.752  0.0886
H: 2.070 -5.007 -0.557  0.0963
H: 2.055 -2.424 -0.857  0.0717
H: 0.879 -1.188 -2.593  -0.0923
H: 0.387 -2.699 -2.958  0.0325
H: -0.166 -0.642 -4.360  0.0055
H: 0.238 0.711 -5.004  0.0543
H: 1.078 -0.303 -1.716  -0.0637
H: -4.309 0.731 -0.622  0.0450
H: -3.566 -0.381 0.659  0.0526
H: -3.113 1.354 0.655  0.0486
H: -3.455 -0.869 -2.847  0.0484
H: -1.703 -1.484 -2.967  0.0328
H: -2.778 -2.136 -1.652  0.0640
H: 4.688 0.892 0.620  0.0418
H: 4.015 -0.674 -0.162  0.0601
H: 3.636 0.926 -0.938  0.0557
H: 3.552 0.316 3.144  0.0478
H: 1.744 -0.065 3.362  0.0422
H: 2.785 -1.278 2.568  0.0712
Cl: -1.557 -0.665 5.893  0.6340
C: -1.673 0.385 4.486  -1.4901
Cl: -3.364 0.571 3.942  0.6160
Cl: -0.919 1.975 4.794  0.6093
C: -0.898 -0.223 3.308  -0.8365
O: -0.262 -1.285 3.370  -0.0111
O: -0.985 0.541 2.262  -0.3618

Values from the calculation:
**Kohn-Sham gap**: 6.59 eV
**E_tot**: -3191.82948 Ha
**E_HOMO**: -6.65 eV
**2S+1**: 1
**Net charge**: 0


2.
Here is a 2-piece molecular cluster, C2H7FNOP overall from the OMol25 dataset. Energies are from ωB97M-V/def2-TZVPD.

Each line ends with the natural charge from an NBO analysis.
Element x y z (Å)
C: -0.614 -0.883 0.407  -0.6138
C: 0.061 -0.236 -0.684  -0.7600
N: 2.584 0.888 -0.254  -1.2024
O: 0.284 2.097 0.630  -1.0687
F: -2.408 1.978 -0.251  -0.5803
P: 1.083 1.158 -0.114  2.0819
H: 0.129 -1.154 1.117  0.2107
H: -1.343 -0.354 0.935  0.2338
H: -1.018 -1.821 0.060  0.2211
H: -0.419 0.262 -1.506  0.2511
H: 0.809 -0.973 -1.136  0.2535
H: -1.756 2.436 0.217  0.5776
H: 3.198 1.634 0.124  0.3954

Values from the calculation:
**Kohn-Sham gap**: 11.15 eV
**E_tot**: -651.62416 Ha
**E_HOMO**: -10.95 eV
**Energy above the lowest of the compared OMol25 structures with the same formula, charge and spin**: 189.0 kJ/mol
**2S+1**: 1
**Net charge**: 0


3.
Here is an isolated ion of composition C5H9O2S and charge -1 from the OMol25 dataset. Energies are from ωB97M-V/def2-TZVPD.

Each line ends with the natural charge from an NBO analysis.
Element x y z (Å)
C: 0.027 0.113 1.302  -0.4803
C: -0.955 0.922 0.516  -0.4322
C: 0.245 -0.711 0.062  0.0384
C: -0.607 -1.909 -0.223  -0.6364
C: 1.302 -0.324 -0.914  -0.6713
O: -1.429 3.377 -0.119  -1.0607
O: 0.953 2.666 0.120  -1.0741
S: -0.382 2.377 -0.499  1.4669
H: 0.892 0.717 1.569  0.2399
H: -0.361 -0.427 2.169  0.1841
H: -1.969 0.578 0.396  0.1859
H: -1.263 -2.129 0.619  0.2019
H: 0.032 -2.783 -0.396  0.1914
H: -1.226 -1.788 -1.119  0.1997
H: 0.946 -0.358 -1.946  0.1925
H: 2.156 -1.008 -0.837  0.1841
H: 1.639 0.687 -0.699  0.2703

Values from the calculation:
**Kohn-Sham gap**: 6.72 eV
**E_tot**: -744.53224 Ha
**E_HOMO**: -3.04 eV
**Energy above the lowest of the compared OMol25 structures with the same formula, charge and spin**: 291.6 kJ/mol
**2S+1**: 1
**Net charge**: -1


4.
Here is a 4-piece molecular cluster, CH7O5 overall from the OMol25 dataset. Energies are from ωB97M-V/def2-TZVPD.

Each line ends with the natural charge from an NBO analysis.
Element x y z (Å)
O: -1.075 -1.205 -0.885  -0.7707
C: -0.894 -0.047 -0.340  0.6370
O: -0.268 0.340 0.716  -0.8009
H: -1.192 0.735 -1.006  0.0358
H: -0.670 1.722 1.409  0.5150
H: -2.056 2.434 2.128  0.4552
O: -1.169 2.564 1.621  -1.0312
H: 2.617 0.984 0.433  0.4620
H: 1.425 1.085 -0.557  0.4762
O: 2.259 0.712 -0.531  -0.9419
H: 0.133 -3.613 -1.627  0.4487
H: 0.387 -2.308 -0.672  0.5221
O: 0.502 -3.404 -0.688  -1.0074

Values from the calculation:
**Kohn-Sham gap**: 9.08 eV
**E_tot**: -418.54011 Ha
**E_HOMO**: -5.16 eV
**Energy above the lowest of the compared OMol25 structures with the same formula, charge and spin**: 176.5 kJ/mol
**2S+1**: 1
**Net charge**: -1


Results for strongest force on any atom: 2.8, 4.8, 3.4, 5.7 (in eV/A, following the order of the records).